(1)
Here is a cluster of 2 separate species, C2H9NO in total at a distorted geometry from the OMol25 dataset. Energies are from wB97M-V/def2-TZVPD.

The frontier orbital gap comes out at 10.59 eV. Its SMILES is CNC.O. For the energy above the lowest of the compared OMol25 structures with the same formula, charge and spin, the calculation gives 18.4 kcal per mole. The calculation puts the electronic energy at -211.5558 Eh.

Last column: natural (NBO) charge in e.
Cartesian coordinates (Å):
H: -0.30 -0.39 1.62  0.364
H: -1.04 1.51 -0.22  0.197
H: 0.39 -2.30 0.55  0.197
H: -2.32 0.59 0.58  0.200
C: -1.36 0.49 0.07  -0.442
H: 1.00 -1.24 -0.72  0.198
N: -0.14 -0.13 0.65  -0.653
H: 2.13 2.31 -0.29  0.469
H: 1.66 0.81 -0.04  0.494
H: -0.74 -1.69 -0.67  0.184
H: -1.66 0.08 -0.90  0.192
C: 0.14 -1.42 -0.07  -0.426
O: 2.23 1.39 -0.57  -0.974

=====

(2)
Here is the molecule C2H3NOS at a distorted geometry from the OMol25 dataset. Energies are from wB97M-V/def2-TZVPD.

The frontier orbital gap comes out at 9.03 eV. Its SMILES is C=NOC=S. For the energy above the lowest of the compared OMol25 structures with the same formula, charge and spin, the calculation gives 80.8 kcal per mole. The calculation puts the electronic energy at -606.0586 Eh.

Last column: natural (NBO) charge in e.
Cartesian coordinates (Å):
H: 1.34 -1.63 -0.10  0.184
H: -0.04 2.46 0.77  0.172
C: -0.20 1.58 0.27  -0.092
N: 0.60 0.57 0.41  -0.101
O: -0.29 -0.44 0.12  -0.377
H: -1.23 1.81 -0.12  0.200
C: 0.30 -1.60 -0.26  0.030
S: -0.48 -2.75 -1.09  -0.015

=====

(3)
Here is a cluster of 11 separate species, C17H58BBrN2O13PS in total at a distorted geometry from the OMol25 dataset. Energies are from wB97M-V/def2-TZVPD.

The frontier orbital gap comes out at 8.36 eV. The calculation puts the electronic energy at -5108.1994 Eh. Its total charge is +1.

Last column: Löwdin charge in e.
Cartesian coordinates (Å):
H: -0.99 3.78 -7.96  0.076
H: 2.49 -1.87 3.37  0.112
H: 1.23 2.59 3.85  0.084
H: -2.10 -0.67 -2.71  0.059
H: 4.89 -1.72 1.38  0.061
H: 6.24 -2.68 6.13  0.078
H: -3.34 -4.06 1.78  0.092
H: 7.83 -3.29 -3.84  0.083
C: 7.58 -2.58 -3.05  -0.121
H: -0.38 -4.07 -0.43  0.139
H: 3.30 -2.51 -2.31  0.032
O: 2.07 1.29 2.50  -0.148
H: -2.98 2.13 -5.18  0.073
H: 5.58 -1.94 4.03  -0.013
N: 2.77 -2.82 0.19  -0.196
H: -5.45 3.74 -2.55  0.083
C: 3.80 -4.87 1.40  -0.665
O: 4.09 -1.19 1.52  0.115
C: -3.91 1.64 0.94  -0.142
O: -0.03 -3.91 1.57  -0.040
H: -1.59 1.42 -4.34  0.075
H: 4.63 -1.92 6.15  0.075
O: -0.15 4.77 1.17  -0.136
Br: 5.41 -4.19 2.31  0.846
H: -2.89 1.26 0.96  0.056
H: 6.52 -3.83 -2.00  0.071
H: -4.44 4.65 -1.41  0.075
H: 1.48 -0.96 2.48  0.102
H: -4.40 1.41 1.89  0.082
H: -2.14 4.45 1.66  0.060
H: 4.88 -1.67 -0.96  0.018
H: 1.43 3.26 2.22  0.059
H: -7.60 4.79 0.72  0.020
B: 2.95 -1.93 1.46  -0.817
C: -8.21 6.09 2.04  -0.157
H: 3.00 -4.79 -0.55  0.140
O: -3.84 3.05 0.73  -0.141
N: 1.98 -1.85 2.49  0.232
H: 2.84 3.06 3.29  0.085
H: -1.00 4.60 3.02  0.084
H: -5.73 5.49 -2.30  0.083
O: 6.37 -2.96 -2.39  -0.177
H: -3.44 -1.04 -1.61  0.086
C: -1.64 5.06 -6.65  -0.151
H: -1.03 3.11 2.05  0.070
H: -2.49 -2.77 1.02  0.080
H: -3.71 -0.04 -5.54  0.077
O: -8.14 4.76 1.52  -0.133
C: -1.30 -4.45 1.64  -0.548
H: 1.22 -2.78 -1.26  0.107
C: 0.48 -4.04 0.24  -0.147
H: -4.45 1.16 0.12  0.077
H: -4.75 3.38 0.71  0.056
C: 3.51 -4.12 0.13  -0.205
C: -2.43 -3.50 1.81  0.046
C: 2.67 -5.15 2.37  -0.098
O: -1.46 -5.59 1.53  0.192
H: 6.05 -1.00 6.65  0.082
H: 2.20 -4.27 2.77  0.064
H: 8.40 -2.52 -2.34  0.083
H: -7.21 4.15 -1.12  0.089
C: 1.29 -2.85 -0.18  -0.140
H: -0.66 5.46 -6.39  0.077
O: -1.73 -0.37 -0.69  -0.140
H: 0.80 -1.97 0.19  0.106
H: 7.43 -1.60 -3.50  0.084
H: 4.13 -5.85 1.08  0.094
H: -8.68 6.76 1.32  0.075
O: -6.33 4.25 -0.74  -0.145
H: -2.41 -2.99 2.76  0.099
O: 5.90 -1.27 4.64  -0.140
H: 1.95 -5.82 1.90  0.093
H: -8.81 6.07 2.94  0.076
C: 1.88 2.63 2.99  -0.121
H: -0.78 -0.43 -0.82  0.041
S: 2.57 -0.08 -1.31  0.332
H: -2.12 5.72 -7.38  0.078
H: 0.97 -5.00 0.13  0.119
O: -3.07 0.09 -4.83  -0.143
C: -1.14 4.19 2.02  -0.155
H: 2.65 1.34 1.74  0.057
H: -2.25 5.02 -5.75  0.072
H: -2.05 -2.15 -1.72  0.066
H: -1.80 1.16 -6.08  0.072
P: 3.50 -1.76 -1.14  0.487
H: 3.09 -5.68 3.20  0.083
C: -5.44 4.55 -1.82  -0.122
H: -0.29 4.41 0.28  0.074
H: 4.46 -3.94 -0.36  0.087
C: -2.36 -1.10 -1.75  -0.128
H: -7.21 6.46 2.28  0.076
O: -1.54 3.74 -7.17  -0.137
C: -2.32 1.27 -5.13  -0.151
C: 5.69 -1.75 5.96  -0.146

=====

(4)
Here is a structure of composition C58H70NP2PtSeSi from the OMol25 dataset. Energies are from wB97M-V/def2-TZVPD.

The frontier orbital gap (alpha / beta) comes out at 6.27 / 5.11 eV. As for the spin multiplicity: 5. The calculation puts the electronic energy at -5799.6319 Eh. The expectation value of S² is 6.060. Its total charge is +1.

Last column: Löwdin spin population.
Cartesian coordinates (Å):
H: -1.56 -2.09 -6.00  0.004
H: -1.36 -3.13 5.29  0.003
C: 2.29 0.37 4.69  0.000
C: -4.50 0.74 4.07  0.003
H: 5.56 -3.74 -1.55  0.000
H: 2.10 -0.01 -4.08  0.000
C: 1.78 -3.49 -1.16  0.030
C: -1.29 -2.27 -2.06  0.067
H: -2.83 5.89 0.99  0.000
H: -4.29 2.25 -6.76  -0.001
C: 4.80 0.07 -0.52  0.000
H: 3.68 0.05 -3.32  0.000
C: -2.14 5.18 0.53  0.001
C: 5.91 0.03 1.61  0.000
C: 2.02 0.76 -2.07  0.001
H: 6.80 0.15 2.20  0.000
C: 5.94 0.25 0.24  0.000
H: -0.94 2.43 4.55  0.000
C: -2.14 -3.16 -4.17  0.300
C: -2.72 1.89 -3.78  0.072
H: -2.64 -4.99 4.22  -0.001
H: 0.88 3.52 -1.90  0.000
H: 1.91 -2.04 -2.76  0.004
H: 3.49 2.14 -1.25  0.000
H: 2.52 4.13 -2.02  0.000
H: 0.93 2.53 -4.03  0.000
H: -1.31 2.93 -0.80  0.007
N: -1.17 -2.29 -0.73  0.244
H: -2.20 -0.37 3.38  0.000
C: -0.85 5.07 1.37  0.004
H: -3.69 0.53 0.89  0.001
C: -0.85 -2.31 2.02  0.117
H: -5.74 0.82 2.32  0.000
C: -4.52 -0.94 2.21  0.000
C: 2.44 -2.24 -1.82  0.009
C: -0.03 1.86 4.55  0.003
C: -2.55 -4.29 -0.68  0.030
C: 3.55 -0.52 1.46  0.007
H: -4.15 -1.73 2.87  0.000
H: -3.67 2.22 2.76  0.000
C: -2.69 -4.27 -2.06  0.238
C: -5.36 0.06 3.00  0.000
C: 1.98 1.24 5.72  0.000
H: -3.27 -5.03 -2.57  0.011
H: 4.71 -0.51 3.29  0.000
H: -5.12 -1.42 1.43  0.000
H: -6.22 -0.44 3.46  0.000
C: 2.27 -2.65 3.16  0.019
C: 3.00 1.96 -4.07  0.000
C: -1.80 -3.35 -0.02  0.194
H: 0.96 -3.85 -1.78  0.000
H: -2.95 4.34 -6.75  0.002
C: -2.88 3.64 -5.92  0.030
C: 1.90 2.95 -3.72  0.000
H: 1.81 -3.50 2.66  0.002
H: -2.73 1.93 4.23  0.000
C: 4.77 -3.16 -1.08  0.000
H: -2.78 -5.12 1.79  0.002
H: -1.43 4.82 -4.87  -0.001
H: 4.41 -1.70 -2.63  0.000
H: 3.09 1.84 -5.15  0.000
Se: -2.69 0.69 -2.31  0.844
C: -2.14 -4.24 3.62  0.002
H: 4.60 -4.86 0.26  0.000
H: -0.75 5.93 2.03  0.001
H: 0.54 2.65 6.46  0.000
H: 2.64 1.32 6.58  0.000
H: 3.83 -3.30 -3.00  0.000
H: -0.23 -1.49 3.92  0.000
C: 1.47 0.25 3.56  0.000
H: 1.33 -3.20 -0.20  0.022
C: 0.81 1.98 5.65  0.001
Pt: 0.20 -1.14 0.68  0.407
H: -3.44 3.62 1.27  0.000
P: -0.79 0.87 2.01  0.176
H: -3.53 3.86 -0.46  0.001
H: 1.88 -2.62 4.18  0.001
C: 3.90 -2.56 -2.20  0.001
H: -3.02 -5.08 -0.11  -0.004
C: -0.75 -1.20 -4.26  0.127
C: -0.67 -1.25 -2.83  0.354
C: 0.30 1.01 3.48  0.008
C: -3.30 1.45 3.44  0.007
H: 3.61 -3.48 0.73  0.000
H: 4.85 0.23 -1.59  0.000
H: -0.24 -0.40 -4.80  0.002
H: -2.72 -0.94 1.00  0.002
H: 0.96 0.87 -2.28  0.000
C: -1.47 -2.12 -4.92  0.163
H: -4.17 0.71 -4.83  0.004
C: 2.73 0.59 -3.42  0.000
C: -0.76 2.58 1.27  0.043
H: 3.07 -5.13 -1.78  0.001
H: 0.03 5.08 0.71  0.000
C: -2.45 0.42 2.67  0.024
C: -1.82 2.71 0.15  0.043
H: -2.72 -3.91 -4.70  0.012
H: -2.34 1.77 0.00  0.029
C: -3.64 2.48 -5.92  -0.002
C: 1.89 3.26 -2.21  0.000
H: 2.24 -5.37 -0.24  0.000
H: 1.97 2.12 -0.38  0.000
H: -0.06 -0.55 -2.29  0.006
C: 2.75 -4.62 -0.86  0.003
H: 6.86 0.56 -0.24  0.000
C: -0.81 3.79 2.21  0.013
C: -2.84 3.83 0.38  0.002
C: -2.22 -4.31 2.24  0.042
H: 2.03 3.88 -4.29  0.000
H: -1.90 5.58 -0.46  0.000
C: -2.03 3.92 -4.86  -0.003
H: -4.15 -0.01 4.78  0.000
C: 3.97 -4.06 -0.13  0.000
Si: 1.92 -1.03 2.27  0.053
H: 0.23 2.59 0.81  0.002
C: -2.06 -3.25 -2.79  0.013
H: 3.35 -2.82 3.21  0.001
C: 3.61 -0.34 0.09  0.001
H: 5.27 -2.38 -0.50  0.000
C: -3.57 1.61 -4.85  0.042
H: 3.17 -0.25 4.77  0.000
P: 2.09 -0.66 -0.87  0.021
H: 3.96 2.36 -3.72  0.000
C: 2.41 2.08 -1.38  0.000
C: 4.72 -0.35 2.21  0.001
H: -5.10 1.46 4.63  0.001
C: -1.93 3.04 -3.80  0.035
C: -3.32 -0.23 1.58  0.005
H: -1.24 3.24 -2.99  0.003
C: -1.43 -3.21 4.21  0.051
H: 0.07 3.81 2.85  0.000
H: -1.70 3.76 2.85  0.000
C: -0.79 -2.27 3.41  0.011
C: -1.62 -3.34 1.42  0.023